Formula: C4H14N3
Source: the Open Molecules 2025 dataset
Level of theory: wB97M-V/def2-TZVPD

Properties
Total charge: +1
Kohn-Sham gap, eV: 9.44
Spin multiplicity: 1
LUMO energy, eV: -3.9
E_HOMO, eV: -13.38

Geometry as XYZ:
```
21
Properties=species:S:1:pos:R:3:forces:R:3:lowdin_charge:R:1
C 1.95601 -0.04148 0.85817 3.248 0.483 1.009 -0.15
C 3.10393 0.08030 -0.19519 -2.635 -2.541 0.504 -0.05
C -0.57156 -2.03143 0.55477 -1.166 1.175 -1.474 0.13
C 1.64333 -0.17991 -0.52223 3.089 -3.805 -0.848 -0.24
N -1.86682 -0.38229 -0.54216 0.540 2.625 0.129 0.07
N -0.78568 -0.81029 0.15728 -1.363 -1.481 0.249 -0.08
N -2.78097 2.08542 -0.17981 4.547 1.129 3.390 0.06
H 1.85743 0.88066 1.34250 -0.749 1.133 0.797 0.10
H 1.52832 -1.17926 -0.91570 -0.452 0.023 -0.063 0.12
H 2.15672 -0.86991 1.48993 -0.379 -0.640 0.523 0.10
H 3.69934 -0.79550 -0.35456 0.329 -0.170 0.214 0.10
H 3.45874 0.93402 -0.61317 1.078 2.681 -0.287 0.07
H 0.41131 -2.43428 0.62073 0.617 0.288 0.893 0.10
H -1.39551 -2.69801 0.40627 -0.279 -0.433 0.123 0.10
H 1.13546 0.51915 -0.99546 -2.171 3.266 -2.308 0.07
H -0.01446 -0.14796 0.27945 -0.273 -0.017 -0.230 0.09
H -2.33559 0.72144 -0.47227 1.750 -0.996 0.913 0.08
H -2.66448 -0.94796 -0.54247 -0.789 -2.003 0.212 0.08
H -2.03283 2.75095 -0.53998 -1.425 -1.046 0.548 0.12
H -3.56198 2.19974 -0.68801 -3.629 0.930 -2.060 0.01
H -2.94071 2.34659 0.85192 0.113 -0.598 -2.232 0.13
```
Forces are in eV/Å.



Formula: C4H5NO2
Source: the Open Molecules 2025 dataset
Level of theory: wB97M-V/def2-TZVPD

Properties
Total charge: 0
Kohn-Sham gap, eV: 10.87
Spin multiplicity: 1
LUMO energy, eV: 0.7
E_HOMO, eV: -10.19

Geometry as XYZ:
```
12
Properties=species:S:1:pos:R:3:forces:R:3:lowdin_charge:R:1
O -0.68136 2.45163 -0.99793 0.094 -0.318 0.040 0.07
C -0.32995 1.31450 -0.81485 -0.043 0.145 0.037 -0.22
C -0.63353 0.56493 0.44456 -0.146 0.297 0.007 -0.18
C -0.90124 -0.89871 0.27305 -0.164 -0.207 -0.122 -0.07
N 0.30160 -0.45884 0.91544 0.200 -0.154 -0.010 -0.01
C 1.53456 -0.65604 0.26709 0.059 -0.217 -0.363 -0.31
O 1.71509 -1.41767 -0.65018 -0.039 0.179 0.501 0.06
H 0.21860 0.73776 -1.59057 -0.034 0.100 0.101 0.14
H -1.14282 1.14221 1.21179 0.079 -0.105 -0.098 0.15
H -0.79880 -1.32381 -0.72466 -0.030 0.114 0.133 0.12
H -1.62819 -1.37363 0.92510 0.093 0.098 -0.102 0.12
H 2.34605 -0.08232 0.74117 -0.068 0.069 -0.127 0.14
```
Forces are in eV/Å.